46
Properties=species:S:1:pos:R:3:nbo_charge:R:1 method="wB97M-V/def2-TZVPD" energy_ev=-47892.1818 charge=0 fmax_ev_per_a=3.247 smiles="CC(C)OC(=S)SC1(c2ccccc2)c2ccccc2-c2ccccc21"
C -2.9765 3.7462 -0.4145 -0.651
C -3.0803 2.9621 0.8573 0.087
C -4.5447 2.6931 1.1751 -0.616
O -2.4116 1.6770 0.7847 -0.504
C -1.0477 1.6509 0.8221 -0.016
S -0.0998 2.9764 0.5517 -0.111
S -0.3770 0.1559 1.2533 0.109
C 1.0618 -1.1733 0.1383 0.092
C 1.5887 -2.1246 1.1366 -0.041
C 1.4807 -3.5083 0.9375 -0.196
C 1.9137 -4.3998 1.9213 -0.212
C 2.4918 -3.9127 3.0971 -0.186
C 2.6878 -2.5369 3.2627 -0.212
C 2.2201 -1.6518 2.2927 -0.183
C 1.9242 -0.0977 -0.4045 0.011
C 3.0843 0.4856 0.0783 -0.221
C 3.5933 1.6082 -0.5901 -0.198
C 2.9453 2.1401 -1.7148 -0.192
C 1.8053 1.5134 -2.2277 -0.186
C 1.3181 0.3810 -1.5940 -0.082
C 0.2148 -0.5090 -1.9449 0.053
C -0.6792 -0.4553 -3.0080 -0.207
C -1.7114 -1.4054 -3.0569 -0.194
C -1.7912 -2.4227 -2.1014 -0.213
C -0.8572 -2.5122 -1.0559 -0.172
C 0.1358 -1.5422 -0.9633 -0.114
H -3.5622 4.6722 -0.3133 0.213
H -1.9318 4.0199 -0.6370 0.247
H -3.3786 3.1698 -1.2608 0.207
H -2.6443 3.5495 1.6791 0.194
H -5.0788 3.6424 1.2984 0.214
H -5.0359 2.1719 0.3521 0.211
H -4.6885 2.1175 2.0912 0.219
H 1.0805 -3.8796 -0.0071 0.224
H 1.7976 -5.4697 1.7496 0.221
H 2.8376 -4.6106 3.8614 0.219
H 3.2034 -2.1578 4.1437 0.222
H 2.3480 -0.5764 2.4415 0.232
H 3.5847 0.0698 0.9452 0.218
H 4.5001 2.0822 -0.2210 0.216
H 3.3401 3.0367 -2.2006 0.216
H 1.2663 1.8953 -3.0926 0.214
H -0.5688 0.3352 -3.7470 0.215
H -2.4515 -1.3511 -3.8528 0.217
H -2.5999 -3.1527 -2.1478 0.218
H -0.9074 -3.3024 -0.3147 0.220

14
Properties=species:S:1:pos:R:3:nbo_charge:R:1 method="wB97M-V/def2-TZVPD" energy_ev=-8268.8206 de_lowest_kj_mol=48.76 charge=0 fmax_ev_per_a=1.042 smiles="CC(=O)NCN"
C -1.3270 -0.3561 1.8784 -0.712
C -1.1116 0.0102 0.4329 0.669
O -2.0241 0.2182 -0.3439 -0.625
N 0.1921 0.1002 0.0462 -0.641
C 0.5760 0.4099 -1.3481 -0.052
N 1.9233 0.1036 -1.6561 -0.846
H -2.3174 -0.0628 2.2052 0.243
H -1.2565 -1.4470 1.9781 0.230
H -0.5758 0.0623 2.5518 0.218
H 0.8894 -0.3035 0.6493 0.387
H -0.1463 -0.0813 -2.0034 0.202
H 0.3800 1.4768 -1.4936 0.188
H 2.6202 0.7381 -1.2940 0.372
H 2.1775 -0.8686 -1.6027 0.368

14
Properties=species:S:1:pos:R:3:mulliken_spin:R:1 method="wB97M-V/def2-TZVPD" energy_ev=-10647.2887 de_lowest_kj_mol=0.00 charge=+1 spin_multiplicity=3 fmax_ev_per_a=3.400 s_squared=2.042
C -2.4536 0.5649 0.0898 0.505
C -0.1020 0.5009 0.1504 0.447
C 1.2243 0.2433 0.0417 0.263
N -1.1943 0.9687 -0.0082 0.140
N -2.7219 -0.7262 0.0815 -0.111
N -1.8169 -1.5803 -0.0103 0.480
N 1.6812 -0.4161 -1.0205 0.155
N 2.0746 0.7903 0.9108 0.141
H -3.0483 1.4259 0.2074 0.004
H -2.1471 -2.5070 0.1034 -0.006
H 0.9740 -0.9536 -1.4686 -0.008
H 2.5774 -0.3978 -1.5604 -0.003
H 1.8838 1.5929 1.4827 -0.003
H 3.0689 0.4941 1.0003 -0.005

11
Properties=species:S:1:pos:R:3:nbo_charge:R:1 method="wB97M-V/def2-TZVPD" energy_ev=-19513.3258 de_lowest_kj_mol=440.54 charge=-1 fmax_ev_per_a=4.127
C -1.4030 -0.9449 0.1236 0.144
N -0.1924 1.3222 0.1158 -0.617
N 0.7709 0.8695 0.9384 -0.847
O 1.5023 0.2371 -1.4678 -1.156
O 3.0839 -0.4990 0.3959 -1.103
O -0.5221 -1.7358 0.4617 -0.556
P 1.8178 0.0646 -0.0454 2.257
H -1.8304 -0.8818 -0.8803 0.124
H 0.0448 1.5085 -0.8057 0.360
H -2.1846 -0.7456 0.9924 0.096
H -1.0873 0.8053 0.1713 0.299

8
Properties=species:S:1:pos:R:3:nbo_charge:R:1 method="wB97M-V/def2-TZVPD" energy_ev=-23572.9967 de_lowest_kj_mol=258.24 charge=+1 fmax_ev_per_a=4.522
O -3.9046 -2.6752 0.1562 -0.903
O -2.0236 -0.8892 -0.2527 -1.119
O 0.6695 -0.2351 0.1143 -0.851
P -3.4432 -1.3067 -0.0447 1.991
I -4.8530 0.6568 0.0269 0.113
H 0.8566 -0.0285 1.0583 0.559
H -0.5715 -0.1059 -0.1058 0.632
H 0.7834 -1.2780 -0.0969 0.580

114
Properties=species:S:1:pos:R:3:lowdin_charge:R:1 method="wB97M-V/def2-TZVPD" energy_ev=-92823.3341 de_lowest_kj_mol=41.92 charge=-1 fmax_ev_per_a=0.767
Rb 0.4889 0.4768 0.0818 0.694
O 3.1184 4.4133 0.5225 0.116
C 2.6645 3.1797 0.2258 -0.524
O 1.7634 2.6573 0.8170 -0.060
C 3.4209 2.5822 -0.9338 -0.138
O 2.9410 1.2967 -1.1711 -0.224
C 3.5675 0.6786 -2.2835 -0.114
C 3.0158 -0.7380 -2.5328 -0.678
O 3.6441 -1.3973 -3.3716 -0.017
O 1.9842 -1.0781 -1.8863 -0.148
H 2.5223 4.7600 1.2030 0.129
H 4.4916 2.5912 -0.6872 0.147
H 3.2774 3.2429 -1.8006 0.148
H 4.6501 0.6135 -2.1212 0.130
H 3.4013 1.2747 -3.1892 0.135
O -1.4352 0.4758 2.8338 -0.084
C -2.1319 -0.6834 3.2102 -0.206
C -1.5595 -1.9624 2.6354 -0.260
C -1.8421 -3.1940 3.2231 -0.025
C -1.3598 -4.3432 2.6280 -0.071
C -0.6289 -4.2337 1.4530 -0.061
C -0.4005 -2.9694 0.9427 -0.162
N -0.8374 -1.8543 1.5283 0.075
H -1.5633 0.6133 1.8824 0.009
H -3.1878 -0.6247 2.9126 0.128
H -2.1049 -0.7299 4.3008 0.123
H -2.4233 -3.2384 4.1362 0.112
H -1.5445 -5.3122 3.0743 0.106
H -0.2345 -5.1052 0.9480 0.105
H 0.1407 -2.8314 0.0116 0.084
C 5.4090 -3.9903 -0.4958 -0.091
C 4.0421 -3.5974 -1.0346 -0.214
C 3.0461 -3.1899 0.0402 -0.168
N 3.5406 -2.0131 0.7640 0.056
C 3.0945 -1.5058 1.9132 -0.877
S 3.3341 0.0688 2.3778 0.686
N 2.3768 -2.3723 2.7533 0.112
C 2.6735 -3.6421 3.2017 -0.430
O 1.8329 -4.2929 3.7820 0.090
C 4.0669 -4.1688 3.0344 -0.153
C 4.2220 -5.5471 2.9226 -0.027
C 5.4910 -6.0987 2.8715 -0.084
C 6.6061 -5.2750 2.9570 -0.090
C 6.4523 -3.9036 3.0934 -0.074
C 5.1823 -3.3447 3.1290 -0.023
H 6.0843 -4.2571 -1.3103 0.072
H 5.3437 -4.8434 0.1824 0.060
H 5.8711 -3.1718 0.0599 0.067
H 3.5933 -4.4302 -1.5822 0.120
H 4.1211 -2.7945 -1.7729 0.080
H 2.8867 -4.0062 0.7442 0.110
H 2.0985 -2.9267 -0.4345 0.088
H 3.9822 -1.3127 0.1836 0.127
H 1.5987 -1.9364 3.2283 0.138
H 3.3382 -6.1705 2.8871 0.120
H 5.6117 -7.1696 2.7701 0.102
H 7.5991 -5.7059 2.9232 0.101
H 7.3211 -3.2633 3.1755 0.106
H 5.0667 -2.2747 3.2485 0.101
C -2.1687 4.7085 -3.1061 -0.111
C -1.2370 3.8469 -2.2507 -0.642
C -0.6979 2.7080 -3.1335 -0.133
C -0.0063 4.7021 -1.9205 -0.124
Si -1.9401 3.0243 -0.5638 0.812
C -2.1970 4.5577 0.6952 -0.646
C -3.0783 4.0924 1.8625 -0.134
C -0.8332 4.8778 1.3350 -0.143
C -2.7848 5.8688 0.1679 -0.113
C -3.7915 2.4158 -1.0112 -0.640
C -4.2674 1.5076 0.1352 -0.143
C -4.8798 3.4624 -1.2602 -0.112
C -3.7371 1.4996 -2.2422 -0.129
H -1.6218 5.1174 -3.9701 0.073
H -2.5771 5.5543 -2.5482 0.058
H -3.0110 4.1405 -3.5032 0.055
H -0.2346 3.1207 -4.0427 0.077
H -1.4660 2.0001 -3.4479 0.052
H 0.0700 2.1303 -2.6082 0.052
H 0.5302 4.9601 -2.8459 0.079
H 0.6907 4.1595 -1.2736 0.052
H -0.2603 5.6375 -1.4204 0.059
H -2.7171 3.1505 2.2875 0.066
H -4.1213 3.9539 1.5720 0.054
H -3.0597 4.8448 2.6646 0.075
H -0.3911 3.9827 1.7788 0.059
H -0.9600 5.6294 2.1295 0.074
H -0.1146 5.2793 0.6175 0.046
H -3.7671 5.7311 -0.2892 0.057
H -2.1423 6.3425 -0.5773 0.054
H -2.9039 6.5895 0.9920 0.072
H -4.3232 2.0187 1.0989 0.049
H -3.6016 0.6468 0.2483 0.047
H -5.2738 1.1205 -0.0927 0.073
H -5.0901 4.0615 -0.3720 0.055
H -5.8229 2.9692 -1.5440 0.073
H -4.6171 4.1527 -2.0654 0.058
H -2.9503 0.7465 -2.1406 0.040
H -3.5650 2.0441 -3.1716 0.062
H -4.6954 0.9672 -2.3517 0.075
C -5.3818 -2.3648 -0.2337 -0.104
C -5.0535 -2.3927 -1.7200 -0.249
C -3.6236 -2.0405 -1.9908 -0.637
N -2.7843 -1.7041 -1.0804 0.019
N -1.5314 -1.4081 -1.5541 -0.018
C -1.4432 -1.5421 -2.8465 -0.710
N -0.3152 -1.2772 -3.5461 0.116
S -2.9396 -2.0181 -3.5934 1.067
H -6.4296 -2.6255 -0.0768 0.070
H -5.1979 -1.3754 0.1819 0.055
H -4.7584 -3.0706 0.3156 0.071
H -5.6908 -1.6864 -2.2612 0.105
H -5.2680 -3.3810 -2.1386 0.103
H 0.5604 -1.2424 -3.0073 0.060
H -0.2531 -1.6195 -4.4870 0.089